Record 1
Computed, not measured: a cluster of 2 separate species, C5H14 in total, with ωB97M-V/def2-TZVPD.

XYZ file:
```
19
Properties=species:S:1:pos:R:3:mulliken_charge:R:1
C 0.84 -0.05 2.52 -0.613
C 1.55 -1.35 2.18 -0.827
H 0.82 0.62 1.66 0.041
H -0.18 -0.23 2.88 0.259
H 1.27 0.48 3.36 0.348
H 2.63 -1.31 2.36 0.262
H 1.45 -1.58 1.12 0.240
H 1.25 -2.23 2.73 0.293
C -0.93 0.18 -1.21 0.314
C -0.96 -0.40 -2.62 -1.236
C -0.78 1.71 -1.18 -1.073
H -1.79 -0.17 -0.65 0.296
H -0.06 -0.24 -0.69 -0.131
H -0.31 0.10 -3.33 0.338
H -0.16 2.03 -2.02 0.288
H -1.72 2.24 -1.22 0.294
H -0.23 2.01 -0.28 0.283
H -0.70 -1.46 -2.62 0.330
H -1.98 -0.36 -3.01 0.294
```

As for the total energy: -198.8807 hartree. The calculation puts the energy above the lowest of the compared OMol25 structures with the same formula, charge and spin at 5.3 kcal per mole. Its multiplicity is 1. The frontier orbital gap comes out at 0.4587 Ha. The LUMO energy is 1.13 eV.

=====

Record 2
Computed, not measured: a structure of composition C9H14CdN2P in a non-equilibrium geometry, with ωB97M-V/def2-TZVPD.

XYZ file:
```
27
Properties=species:S:1:pos:R:3:mulliken_charge:R:1
C 0.79 0.23 -1.25 -1.626
C 0.13 -0.03 -2.40 0.857
C -0.62 -1.21 -2.67 -1.076
C -0.32 -2.30 -1.83 0.476
C 0.48 -2.15 -0.74 -1.513
Cd -0.84 -0.56 -0.25 0.372
P -0.01 2.32 0.41 -0.303
H 1.64 0.94 -1.19 0.482
H 0.13 0.67 -3.25 0.271
H -1.25 -1.30 -3.58 0.342
H 1.05 -2.98 -0.31 0.346
H -0.75 -3.23 -2.22 0.296
H -1.05 2.80 1.29 0.103
H 0.10 3.51 -0.40 0.059
H 1.13 2.50 1.26 0.055
C 0.27 0.04 5.50 -0.915
N 0.07 -0.47 4.14 0.291
C -0.25 -1.78 3.81 -0.492
C -0.42 -1.81 2.46 -0.682
N -0.31 -0.53 1.96 -0.207
C 0.08 0.26 2.98 0.031
H -0.64 -0.12 6.08 0.326
H 1.09 -0.49 5.98 0.316
H 0.49 1.12 5.47 0.279
H -0.34 -2.53 4.55 0.434
H -0.55 -2.63 1.81 0.482
H 0.38 1.32 2.95 -0.003
```

As for the total energy: -969.5711 hartree. As for the total charge: -1. Its multiplicity is 1. The frontier orbital gap (spin up / spin down) comes out at 0.1054 / 0.1055 Ha. The LUMO energy (spin up / spin down) is 2.66 / 2.66 eV.

=====

Record 3
Computed, not measured: a cluster of 2 separate species, C5H12NO in total in a non-equilibrium geometry, with ωB97M-V/def2-TZVPD.

XYZ file:
```
19
Properties=species:S:1:pos:R:3:mulliken_charge:R:1
C 1.76 0.01 -0.78 -0.529
N 2.07 -1.15 0.82 -0.511
C 2.80 -0.10 0.15 -0.292
O -3.95 -0.76 -0.27 -1.093
C 0.52 0.77 -0.41 -0.440
C -0.65 -0.15 0.01 -0.573
C -1.84 0.56 0.62 -1.193
H 1.85 -1.78 0.01 0.217
H 1.96 0.14 -1.86 0.395
H -4.61 -1.51 -0.31 0.116
H 3.80 -0.40 -0.15 0.262
H 3.01 0.76 0.81 0.255
H 0.12 1.43 -1.19 0.447
H 0.73 1.45 0.44 0.205
H -0.90 -0.75 -0.85 0.289
H -0.12 -0.81 0.63 0.551
H -2.14 1.42 0.00 0.234
H -1.65 0.98 1.65 0.284
H -2.75 -0.10 0.68 0.378
```

As for the total energy: -327.5213 hartree. As for the total charge: -1. The calculation puts the energy above the lowest of the compared OMol25 structures with the same formula, charge and spin at 109.7 kcal per mole. Its multiplicity is 1. The frontier orbital gap comes out at 0.1855 Ha. The LUMO energy is 2.52 eV.

=====

Record 4
Computed, not measured: a cluster of 3 separate species, C5H16NO in total in a non-equilibrium geometry, with ωB97M-V/def2-TZVPD.

XYZ file:
```
23
Properties=species:S:1:pos:R:3:mulliken_spin:R:1
C -2.28 0.66 0.19 0.071
C -0.86 1.24 0.65 0.000
C 0.05 0.26 1.31 0.820
C 1.46 0.03 0.79 -0.039
C 2.33 1.28 0.72 0.079
N -0.45 -0.60 -2.92 0.000
H -2.08 -0.33 -0.28 -0.008
H -2.80 1.34 -0.50 -0.001
H -0.30 1.53 -0.46 -0.001
H -0.99 2.16 1.15 0.050
H 0.00 0.23 2.41 0.014
H 0.06 -1.63 0.56 -0.003
H 1.87 -0.73 1.44 -0.002
H 1.29 -0.32 -0.20 0.017
H 1.84 2.14 0.05 -0.002
H 3.41 1.08 0.49 -0.002
H 2.44 1.78 1.70 -0.007
H -2.81 0.55 1.11 -0.010
H -1.05 -0.28 -3.57 0.000
H -0.43 -1.63 -2.77 0.000
H -0.16 -3.14 0.61 -0.002
H 0.49 -0.60 -3.44 0.000
O -0.23 -2.34 0.02 0.024
```

As for the total energy: -329.9745 hartree. The calculation puts the energy above the lowest of the compared OMol25 structures with the same formula, charge and spin at 25.9 kcal per mole. Its multiplicity is 2. The frontier orbital gap (spin up / spin down) comes out at 0.3279 / 0.3792 Ha. The LUMO energy (spin up / spin down) is 0.96 / 0.25 eV.

=====

Record 5
Computed, not measured: a structure of composition C19H22Br2Cl48FS, with ωB97M-V/def2-TZVPD.

XYZ file:
```
93
Properties=species:S:1:pos:R:3:mulliken_charge:R:1
C 0.39 0.47 -2.76 -1.417
C 1.14 0.93 -1.50 0.011
Br 2.46 2.27 -1.99 -0.108
C 1.77 -0.27 -0.76 -0.397
Br 0.90 -0.69 0.89 0.116
S 3.49 0.00 -0.33 0.507
F 4.26 -0.74 -1.47 -0.158
H -0.44 1.16 -2.96 0.335
H 1.05 0.50 -3.62 0.409
H 0.02 -0.55 -2.65 0.398
H 0.45 1.44 -0.83 0.501
H 1.73 -1.15 -1.41 0.504
H 3.61 -0.94 0.65 0.243
C -3.07 -0.54 3.08 -0.364
Cl -1.48 -0.38 3.85 -0.104
Cl -4.31 0.39 3.92 0.047
Cl -2.99 -0.06 1.38 0.033
H -3.35 -1.59 3.12 0.420
C 0.26 -4.56 2.11 -0.155
Cl -0.51 -3.08 2.70 -0.040
Cl -0.76 -5.96 2.42 -0.114
Cl 0.64 -4.41 0.39 -0.009
H 1.19 -4.69 2.64 0.305
C -5.83 0.51 -1.65 -0.056
Cl -6.46 0.95 -0.07 -0.078
Cl -4.07 0.70 -1.71 -0.079
Cl -6.28 -1.14 -2.08 -0.096
H -6.25 1.18 -2.39 0.308
C 2.34 4.83 -5.52 0.074
Cl 1.54 6.36 -5.15 -0.118
Cl 1.22 3.47 -5.31 -0.109
Cl 3.01 4.82 -7.15 -0.062
H 3.15 4.70 -4.82 0.216
C -0.37 -7.03 -2.76 0.324
Cl -1.49 -8.08 -3.61 -0.124
Cl -0.63 -5.33 -3.20 -0.128
Cl -0.50 -7.23 -1.02 -0.069
H 0.63 -7.29 -3.06 -0.032
C -8.01 0.48 6.33 -0.026
Cl -9.48 0.61 5.38 -0.096
Cl -7.45 -1.19 6.42 -0.124
Cl -6.75 1.53 5.69 -0.057
H -8.23 0.81 7.34 0.315
C -1.56 -0.39 7.93 -0.109
Cl -2.98 -0.28 6.91 -0.044
Cl -0.94 -2.04 7.98 -0.125
Cl -0.31 0.73 7.38 -0.088
H -1.84 -0.11 8.94 0.345
C 3.98 1.12 -9.60 0.071
Cl 2.92 1.67 -8.31 -0.062
Cl 5.65 1.06 -9.03 -0.122
Cl 3.47 -0.44 -10.24 -0.123
H 3.93 1.84 -10.40 0.241
C 3.65 2.98 2.39 0.046
Cl 4.96 2.81 1.21 -0.120
Cl 2.13 3.39 1.61 -0.065
Cl 3.48 1.47 3.30 -0.083
H 3.92 3.77 3.08 0.271
C 7.75 4.55 -9.69 0.109
Cl 7.84 5.04 -8.00 -0.123
Cl 6.08 4.59 -10.27 -0.112
Cl 8.79 5.55 -10.70 -0.116
H 8.10 3.53 -9.76 0.242
C -10.70 -0.19 -0.21 0.179
Cl -12.02 -1.31 -0.48 -0.122
Cl -11.00 1.35 -1.02 -0.126
Cl -10.41 0.05 1.52 -0.073
H -9.80 -0.61 -0.63 0.142
C 4.50 2.84 6.78 0.149
Cl 5.64 2.59 8.09 -0.101
Cl 3.10 3.76 7.30 -0.116
Cl 5.30 3.65 5.41 -0.137
H 4.16 1.87 6.43 0.202
C -7.58 -2.69 -5.65 -0.018
Cl -8.31 -1.29 -4.85 -0.093
Cl -5.94 -2.33 -6.17 -0.113
Cl -7.61 -4.09 -4.59 -0.111
H -8.17 -2.91 -6.53 0.342
C -2.56 4.36 4.90 -0.108
Cl -4.33 4.38 5.00 -0.110
Cl -1.84 4.78 6.45 -0.116
Cl -2.00 2.78 4.35 0.012
H -2.26 5.10 4.17 0.318
C 4.25 -7.14 -1.44 -0.004
Cl 4.51 -7.89 0.13 -0.113
Cl 3.20 -8.13 -2.45 -0.113
Cl 3.59 -5.51 -1.24 -0.092
H 5.21 -7.05 -1.94 0.330
C 9.19 0.31 6.52 0.023
Cl 8.14 1.59 5.92 -0.054
Cl 9.46 -0.91 5.27 -0.124
Cl 10.71 0.96 7.10 -0.112
H 8.69 -0.17 7.35 0.277
```

As for the total energy: -28472.0668 hartree. As for the total charge: +1. Its multiplicity is 1. The frontier orbital gap comes out at 0.2753 Ha. The LUMO energy is -4.68 eV.

=====

Record 6
Computed, not measured: an isolated molecule of C18H26N4O2 in a non-equilibrium geometry, with ωB97M-V/def2-TZVPD.

XYZ file:
```
50
Properties=species:S:1:pos:R:3:mulliken_charge:R:1
C -5.98 -0.26 0.86 -1.411
C -4.65 0.08 0.26 1.373
C -3.87 -0.85 -0.28 -1.122
C -2.53 -0.59 -0.92 -0.481
N -1.60 0.03 0.01 0.179
C -1.28 -0.80 1.16 -1.110
C -0.23 -1.88 0.87 -0.734
N 0.95 -1.25 0.33 0.515
C 0.62 -0.57 -0.91 -1.404
H 0.21 -1.27 -1.66 0.184
C -0.39 0.55 -0.61 -0.007
C 0.24 1.61 0.30 -0.907
H 0.87 1.13 1.05 0.368
H -0.56 2.15 0.80 0.209
C 1.10 2.60 -0.49 -0.622
O 0.37 3.30 -1.48 -0.570
H -0.39 3.72 -1.05 0.365
H 1.89 2.09 -1.03 0.227
H 1.56 3.32 0.20 0.328
H -0.67 1.03 -1.55 0.753
H 1.53 -0.13 -1.33 0.655
C 2.08 -2.14 0.21 -1.096
C 3.33 -1.35 -0.08 0.204
C 4.20 -1.64 -1.09 -0.735
C 5.36 -0.86 -1.36 -0.579
C 5.68 0.24 -0.64 -0.827
C 4.82 0.58 0.42 0.911
N 4.85 1.57 1.30 -0.584
O 3.78 1.40 2.08 -0.070
N 3.04 0.34 1.74 -0.504
C 3.64 -0.21 0.71 1.066
H 6.55 0.84 -0.84 0.444
H 5.99 -1.17 -2.18 0.386
H 4.00 -2.49 -1.72 0.408
H 1.95 -2.90 -0.58 0.387
H 2.21 -2.65 1.17 0.350
H -0.64 -2.64 0.17 0.299
H 0.03 -2.38 1.80 0.496
H -0.90 -0.15 1.94 0.346
H -2.21 -1.26 1.51 0.622
H -2.66 0.10 -1.76 0.345
H -2.15 -1.54 -1.33 0.376
H -4.20 -1.88 -0.29 0.250
C -4.29 1.53 0.31 -1.042
H -4.87 2.08 -0.44 0.333
H -4.54 1.95 1.29 0.337
H -3.23 1.67 0.12 0.056
H -6.77 0.34 0.40 0.349
H -6.22 -1.32 0.72 0.356
H -5.98 -0.05 1.93 0.326
```

As for the total energy: -1070.8744 hartree. The calculation puts the energy above the lowest of the compared OMol25 structures with the same formula, charge and spin at 136.1 kcal per mole. Its multiplicity is 1. The frontier orbital gap comes out at 0.2777 Ha. The LUMO energy is -0.48 eV.